The following is a quantum chemistry calculation of one molecule with the formula C14H17NO3S, from the Open Molecules 2025 dataset.

```
36
Properties=species:S:1:pos:R:3:forces:R:3
C -1.571949 -0.310445 3.418732 0.0 0.0 -0.1
C -1.060088 -0.591678 2.040399 -0.3 -0.3 -0.2
C -1.889719 -0.979076 1.068453 0.2 0.1 0.0
C -1.459752 -1.196124 -0.335093 0.3 -0.7 0.5
O -2.116248 -0.198900 -1.180829 -0.2 0.7 -0.5
S -1.436208 1.218439 -1.433435 -0.3 0.5 -0.6
O -0.575654 1.590131 -0.354221 0.1 -0.2 0.0
O -2.489169 2.109704 -1.799405 -0.1 -0.2 -0.1
C -0.459879 0.857908 -2.919683 -0.3 0.1 0.8
C 0.750997 0.036177 -2.542980 0.0 -0.3 0.1
C 0.386125 -1.311720 -1.896330 0.4 -0.2 -0.2
N -0.051355 -1.203595 -0.520220 -0.2 0.0 0.1
C 0.826054 -0.770212 0.461251 0.2 -0.1 0.4
C 2.198845 -0.694931 0.217500 0.0 0.0 0.0
C 3.097049 -0.306489 1.197291 -0.1 0.0 0.1
C 4.561948 -0.212853 0.894206 0.0 0.0 0.0
C 2.620008 0.017417 2.461621 0.1 0.0 0.0
C 1.272040 -0.072944 2.729370 -0.1 -0.1 -0.2
C 0.358200 -0.472478 1.756445 0.2 0.1 -0.1
H -1.082761 -0.952035 4.150022 0.0 0.0 0.1
H -1.375130 0.726955 3.682655 0.0 0.1 0.1
H -2.643984 -0.481841 3.464832 -0.1 0.0 0.0
H -2.953253 -1.068542 1.226824 -0.1 0.0 0.1
H -1.892127 -2.128095 -0.744851 0.1 0.4 0.0
H -0.188107 1.822243 -3.337732 0.0 0.1 0.0
H -1.144355 0.343509 -3.587514 -0.1 0.0 -0.1
H 1.340166 0.617942 -1.832233 0.1 0.0 -0.1
H 1.358823 -0.153533 -3.431335 0.0 0.1 0.0
H 1.250585 -1.982506 -1.935884 -0.1 0.0 -0.1
H -0.422539 -1.781294 -2.462876 0.1 -0.1 0.0
H 2.601121 -0.947251 -0.750222 0.0 0.0 -0.1
H 4.847885 0.830853 0.762083 0.1 0.0 0.0
H 5.149910 -0.616538 1.716017 0.1 0.0 0.0
H 4.811755 -0.752793 -0.015873 0.1 0.0 -0.1
H 3.307384 0.334765 3.231601 0.1 0.0 0.1
H 0.918585 0.173549 3.717584 -0.1 0.0 0.1
```
Positions in Å, forces in eV/Å.

Values from the calculation:
Frontier orbital gap in eV: 8.49
Net charge: 0
LUMO level in hartree: 0.0238
Energy above the lowest of the compared OMol25 structures with the same formula, charge and spin in kcal per mole: 35.8
Structure (SMILES): CC1=C[C@H]2OS(=O)(=O)CCCN2c2cc(C)ccc21
HOMO energy in eV: -7.85
2S+1: 1

Mulliken population analysis, charges in e, atoms 1 to 8:
1 C -1.984
2 C 2.177
3 C -1.741
4 C 0.228
5 O -0.379
6 S 1.261
7 O -0.531
8 O -0.729


The following is a quantum chemistry calculation of a 2-piece molecular cluster, C5H10Se overall, from the Open Molecules 2025 dataset.

```
16
Properties=species:S:1:pos:R:3:forces:R:3
C 2.247963 0.056611 1.098842 -0.1 0.0 -0.7
C 1.381468 0.314939 0.155760 -2.2 1.4 -0.9
C 1.600723 1.330579 -0.952396 -0.4 -3.8 -0.1
C -2.665469 -1.413822 -0.726796 -0.2 1.7 -2.0
C -1.327395 -0.141267 1.322138 -0.2 1.8 1.8
Se -2.761174 0.207497 0.305654 -0.9 -0.6 0.0
H 2.022775 -0.719656 1.709227 -0.9 -2.1 2.3
H 3.213368 0.418296 1.286768 1.3 0.9 -0.5
H 1.991807 0.671808 -1.757274 -0.5 0.6 -0.2
H 2.487973 1.688985 -0.538310 1.1 2.7 -0.1
H 0.638020 1.762487 -1.245328 0.9 0.9 0.2
H -3.183416 -2.304541 -0.496830 -0.5 -0.7 1.1
H -3.176756 -0.995078 -1.618835 0.7 -0.8 -0.1
H -1.598613 -1.557164 -0.874802 -0.2 -0.2 -0.4
H -1.169708 0.663201 2.078318 0.7 -1.2 -0.2
H 0.298427 0.017118 0.253862 1.4 -0.6 -0.1
```
Positions in Å, forces in eV/Å.

Values from the calculation:
Frontier orbital gap (alpha / beta) in eV: 7.87 / 8.01
Net charge: 0
LUMO level (alpha / beta) in hartree: 0.0288 / -0.0494
HOMO energy (alpha / beta) in eV: -7.09 / -9.36
2S+1: 3

Mulliken population analysis, charges in e, atoms 1 to 8:
1 C -0.949
2 C 0.652
3 C -1.142
4 C -0.778
5 C -0.572
6 Se 0.160
7 H 0.322
8 H 0.279